Below is a 6-piece molecular cluster, C41H39F6NO2 overall at a distorted geometry, with properties calculated with ωB97M-V with the def2-TZVPD basis set.

Output
- Kohn-Sham gap: 8.53 eV
- SMILES: Cc1ccc(COC(=O)NCCF)cc1.Fc1ccccc1.Fc1ccccc1.Fc1ccccc1.Fc1ccccc1.Fc1ccccc1
- Largest force on an atom: 8.526 eV/Å

Positions of all 89 atoms, in Å:
C -4.6786 -6.2693 -0.3443
C -3.4596 -5.2093 -0.7752
C -1.9013 -5.6490 -1.0330
C -0.7340 -4.5544 -1.4863
C -1.1803 -2.9621 -1.6900
C -0.0423 -1.8489 -2.1857
O -0.1932 -1.5811 -3.6463
C -1.3648 -0.7320 -3.9136
O -1.4148 0.4801 -3.2938
N -2.5523 -1.0775 -4.7848
C -2.5417 -2.5150 -5.2556
C -1.5654 -2.7858 -6.5699
F -0.6410 -1.6686 -6.8730
C -2.7600 -2.5455 -1.3817
C -3.9263 -3.6167 -0.9309
H -4.3610 -7.3097 -0.7771
H -4.8927 -6.2554 0.8066
H -5.6226 -5.9201 -0.9861
H -1.5521 -6.7639 -0.9068
H 0.3818 -4.9319 -1.6749
H -0.0474 -0.8807 -1.5281
H 1.0308 -2.3430 -2.0441
H -2.7040 -0.3947 -5.5599
H -3.6476 -2.7432 -5.6426
H -2.3419 -3.3071 -4.4057
H -2.2387 -2.9982 -7.5291
H -0.9585 -3.7837 -6.3491
H -3.0543 -1.4176 -1.5313
H -5.0327 -3.2577 -0.7595
F -5.1092 4.5667 -1.8322
C -4.0602 4.4730 -2.6602
C -3.5670 3.2182 -3.0003
C -2.4780 3.1200 -3.8663
C -1.8870 4.2795 -4.3745
C -2.3863 5.5345 -4.0232
C -3.4821 5.6320 -3.1661
H -4.0336 2.3290 -2.5892
H -2.0897 2.1434 -4.1446
H -1.0349 4.2025 -5.0464
H -1.9221 6.4357 -4.4167
H -3.8886 6.5992 -2.8897
F -1.7577 -1.4580 1.0353
C -0.7888 -1.3703 1.9563
C -0.8039 -0.3200 2.8674
C 0.2018 -0.2312 3.8298
C 1.2186 -1.1887 3.8632
C 1.2278 -2.2364 2.9411
C 0.2158 -2.3311 1.9862
H -1.5971 0.4191 2.8209
H 0.1948 0.5818 4.5516
H 2.0054 -1.1165 4.6112
H 2.0224 -2.9781 2.9665
H 0.2026 -3.1438 1.2676
F 2.3777 1.8246 3.5725
C 2.2874 2.6974 2.5602
C 2.7652 2.3402 1.3041
C 2.6667 3.2468 0.2486
C 2.1007 4.5058 0.4639
C 1.6285 4.8568 1.7296
C 1.7171 3.9460 2.7820
H 3.2093 1.3610 1.1577
H 3.0302 2.9743 -0.7391
H 2.0281 5.2142 -0.3586
H 1.1922 5.8388 1.8957
H 1.3469 4.1990 3.7700
F 3.3558 7.4189 1.2455
C 4.6656 7.4568 0.9668
C 5.1729 8.5034 0.2046
C 6.5374 8.5460 -0.0815
C 7.3784 7.5346 0.3891
C 6.8588 6.4856 1.1491
C 5.4963 6.4493 1.4444
H 4.5030 9.2756 -0.1594
H 6.9451 9.3642 -0.6701
H 8.4419 7.5659 0.1619
H 7.5147 5.6974 1.5108
H 5.0771 5.6461 2.0413
F -0.7681 -7.3456 2.9408
C -0.4162 -6.8131 4.1186
C -0.3251 -5.4313 4.2449
C 0.0363 -4.8762 5.4724
C 0.3135 -5.7106 6.5581
C 0.2243 -7.0966 6.4200
C -0.1480 -7.6508 5.1955
H -0.5360 -4.7994 3.3883
H 0.1027 -3.7968 5.5836
H 0.5997 -5.2774 7.5142
H 0.4445 -7.7441 7.2653
H -0.2310 -8.7256 5.0730

Cartesian forces (eV/Å) of the 3 atoms listed first:
C 0.94 0.89 -1.68
C 1.65 2.61 -0.49
C -0.79 3.67 -0.47

Charges computed using Löwdin, reported in e: number 1, C, carries -0.121; number 2, C, carries -0.182; number 3, C, carries -0.040; number 4, C, carries -0.024; number 5, C, carries -0.119; number 6, C, carries -0.140; number 7, O, carries -0.088; number 8, C, carries -0.270; number 9, O, carries -0.063; number 10, N, carries 0.044; number 11, C, carries -0.180; number 12, C, carries -0.127; number 13, F, carries -0.131; number 14, C, carries -0.027; number 15, C, carries -0.017; number 16, H, carries 0.074; number 17, H, carries 0.084; number 18, H, carries 0.086; number 19, H, carries 0.085; number 20, H, carries 0.096; number 21, H, carries 0.135; number 22, H, carries 0.142; number 23, H, carries 0.143; number 24, H, carries 0.132; number 25, H, carries 0.124; number 26, H, carries 0.124; number 27, H, carries 0.128; number 28, H, carries 0.098; number 29, H, carries 0.094; number 30, F, carries 0.057; number 31, C, carries -0.294; number 32, C, carries -0.009; number 33, C, carries -0.082; number 34, C, carries -0.093; number 35, C, carries -0.093; number 36, C, carries -0.028; number 37, H, carries 0.115; number 38, H, carries 0.063; number 39, H, carries 0.099; number 40, H, carries 0.101; number 41, H, carries 0.112; number 42, F, carries 0.053; number 43, C, carries -0.280; number 44, C, carries -0.008; number 45, C, carries -0.090; number 46, C, carries -0.104; number 47, C, carries -0.092; number 48, C, carries -0.029; number 49, H, carries 0.118; number 50, H, carries 0.105; number 51, H, carries 0.104; number 52, H, carries 0.108; number 53, H, carries 0.105; number 54, F, carries 0.053; number 55, C, carries -0.291; number 56, C, carries -0.019; number 57, C, carries -0.078; number 58, C, carries -0.100; number 59, C, carries -0.090; number 60, C, carries -0.017; number 61, H, carries 0.114; number 62, H, carries 0.106; number 63, H, carries 0.105; number 64, H, carries 0.105; number 65, H, carries 0.114; number 66, F, carries 0.058; number 67, C, carries -0.287; number 68, C, carries -0.019; number 69, C, carries -0.085; number 70, C, carries -0.100; number 71, C, carries -0.083; number 72, C, carries -0.015; number 73, H, carries 0.115; number 74, H, carries 0.104; number 75, H, carries 0.100; number 76, H, carries 0.105; number 77, H, carries 0.115; number 78, F, carries 0.059; number 79, C, carries -0.289; number 80, C, carries -0.012; number 81, C, carries -0.077; number 82, C, carries -0.098; number 83, C, carries -0.087; number 84, C, carries -0.021; number 85, H, carries 0.102; number 86, H, carries 0.100; number 87, H, carries 0.100; number 88, H, carries 0.104; number 89, H, carries 0.114



Below is C41H40ClN2P2V as an isolated structure at a distorted geometry, with properties calculated with ωB97M-V with the def2-TZVPD basis set.

Output
- Kohn-Sham gap (alpha / beta): 6.39 / 6.37 eV
- Spin multiplicity: 3
- Total charge: +2
- Largest force on an atom: 3.796 eV/Å

Positions of all 87 atoms, in Å:
V 0.1283 -0.0734 -0.5822
Cl -0.2220 -0.2170 -2.8570
P -0.0874 2.4255 -0.6470
P 0.0043 -2.5631 -0.5268
C -0.0009 3.3596 0.9495
C -1.6209 3.1819 -1.3292
C 1.3341 3.1603 -1.5776
C 1.5371 -3.4901 -0.8988
C -0.5615 -3.4101 1.0020
C -1.2785 -3.1489 -1.7015
C 1.1343 4.0988 1.3461
C 1.1621 4.6990 2.6115
C 0.0701 4.5968 3.4763
C -1.0753 3.9281 3.0474
C -1.1182 3.3194 1.7957
H 1.9891 4.2034 0.6690
H 2.0554 5.2465 2.9200
H 0.1190 5.0493 4.4687
H -1.9462 3.8796 3.6960
H -2.0243 2.8057 1.4737
C 2.6404 2.6939 -1.3300
C 3.7008 3.1649 -2.0949
C 3.5049 4.1256 -3.0790
C 2.2152 4.5919 -3.3103
C 1.1234 4.1025 -2.5929
H 2.8461 1.9869 -0.5204
H 4.6961 2.7773 -1.9146
H 4.3326 4.4631 -3.6996
H 2.0404 5.3269 -4.0824
H 0.1153 4.4775 -2.7783
C -2.0175 4.5046 -1.0603
C -3.2107 4.9929 -1.5971
C -4.0109 4.1990 -2.4154
C -3.6046 2.8966 -2.6975
C -2.4334 2.3840 -2.1512
H -1.4226 5.1433 -0.4077
H -3.5297 6.0043 -1.3650
H -4.9370 4.5932 -2.8328
H -4.2206 2.2807 -3.3438
H -2.1160 1.3591 -2.3518
C -1.8889 -3.8604 1.1554
C -2.3364 -4.3354 2.3885
C -1.4723 -4.3899 3.4852
C -0.1390 -3.9959 3.3276
C 0.3188 -3.5175 2.0962
H -2.5714 -3.8440 0.3080
H -3.3801 -4.6384 2.4955
H -1.8474 -4.7378 4.4544
H 0.5537 -4.0730 4.1672
H 1.3641 -3.2054 1.9940
C 2.5671 -2.8457 -1.6123
C 3.8053 -3.4756 -1.7773
C 4.0169 -4.7748 -1.3127
C 2.9643 -5.4372 -0.6817
C 1.7340 -4.8118 -0.4646
H 2.3720 -1.8474 -2.0158
H 4.6311 -2.9626 -2.2697
H 4.9880 -5.2619 -1.4357
H 3.1170 -6.4529 -0.3327
H 0.9434 -5.3463 0.0623
C -1.0597 -4.2534 -2.5329
C -2.0349 -4.6112 -3.4647
C -3.1979 -3.8578 -3.6086
C -3.3982 -2.7516 -2.7881
C -2.4779 -2.4241 -1.7975
H -0.1454 -4.8404 -2.4261
H -1.8625 -5.4762 -4.0979
H -3.9186 -4.1180 -4.3823
H -4.2855 -2.1429 -2.9205
H -2.6814 -1.6180 -1.0885
H 1.7568 -0.0095 -0.5436
H 1.4361 0.7149 -0.9807
C 2.3896 0.6231 4.4980
C 1.3878 0.3445 3.4539
C 0.0254 0.1031 3.5755
C -0.4973 -0.0811 2.2968
N 0.5159 0.0274 1.4043
N 1.6527 0.2754 2.1384
C -1.8668 -0.3768 1.8414
H 2.0970 1.5146 5.0645
H 2.4553 -0.2217 5.1948
H 3.3772 0.7930 4.0774
H -0.5530 0.0654 4.4764
H 2.5658 0.4060 1.6735
H -2.1004 -1.4481 1.9618
H -2.6007 0.1718 2.4404
H -2.0304 -0.1140 0.7918

Cartesian forces (eV/Å) of the 3 atoms listed first:
V -3.61 -1.06 -0.48
Cl 0.42 0.21 1.36
P 0.11 2.79 0.16

Charges computed using Löwdin, reported in e: number 1, V, carries 0.298; number 2, Cl, carries 0.209; number 3, P, carries 1.059; number 4, P, carries 1.032; number 5, C, carries -0.354; number 6, C, carries -0.363; number 7, C, carries -0.356; number 8, C, carries -0.366; number 9, C, carries -0.369; number 10, C, carries -0.407; number 11, C, carries -0.066; number 12, C, carries -0.060; number 13, C, carries -0.059; number 14, C, carries -0.063; number 15, C, carries -0.113; number 16, H, carries 0.102; number 17, H, carries 0.117; number 18, H, carries 0.119; number 19, H, carries 0.116; number 20, H, carries 0.110; number 21, C, carries -0.142; number 22, C, carries -0.061; number 23, C, carries -0.044; number 24, C, carries -0.042; number 25, C, carries -0.048; number 26, H, carries 0.085; number 27, H, carries 0.115; number 28, H, carries 0.123; number 29, H, carries 0.117; number 30, H, carries 0.110; number 31, C, carries -0.079; number 32, C, carries -0.049; number 33, C, carries -0.045; number 34, C, carries -0.058; number 35, C, carries -0.111; number 36, H, carries 0.119; number 37, H, carries 0.118; number 38, H, carries 0.122; number 39, H, carries 0.115; number 40, H, carries 0.020; number 41, C, carries -0.085; number 42, C, carries -0.059; number 43, C, carries -0.053; number 44, C, carries -0.062; number 45, C, carries -0.107; number 46, H, carries 0.103; number 47, H, carries 0.120; number 48, H, carries 0.121; number 49, H, carries 0.114; number 50, H, carries 0.114; number 51, C, carries -0.094; number 52, C, carries -0.062; number 53, C, carries -0.049; number 54, C, carries -0.049; number 55, C, carries -0.085; number 56, H, carries 0.077; number 57, H, carries 0.114; number 58, H, carries 0.122; number 59, H, carries 0.117; number 60, H, carries 0.119; number 61, C, carries -0.054; number 62, C, carries -0.047; number 63, C, carries -0.048; number 64, C, carries -0.063; number 65, C, carries -0.158; number 66, H, carries 0.108; number 67, H, carries 0.117; number 68, H, carries 0.120; number 69, H, carries 0.113; number 70, H, carries 0.092; number 71, H, carries 0.086; number 72, H, carries 0.004; number 73, C, carries 0.015; number 74, C, carries -0.252; number 75, C, carries 0.054; number 76, C, carries -0.316; number 77, N, carries -0.115; number 78, N, carries 0.089; number 79, C, carries 0.004; number 80, H, carries 0.105; number 81, H, carries 0.108; number 82, H, carries 0.090; number 83, H, carries 0.135; number 84, H, carries 0.184; number 85, H, carries 0.087; number 86, H, carries 0.112; number 87, H, carries 0.062